No. 1
{"formula": "C40H90F8KN9O16S8", "method": "ωB97M-V/def2-TZVPD", "de_lowest_kj_mol": 0.00, "multiplicity": 1, "charge": 2, "molar_mass_g_mol": 1400.8, "gap_ev": 7.2, "elements": ["K", "C", "C", "C", "N", "C", "C", "C", "C", "C", "H", "H", "H", "H", "H", "H", "H", "H", "H", "H", "H", "H", "H", "H", "H", "H", "H", "H", "C", "C", "C", "N", "C", "C", "C", "C", "C", "H", "H", "H", "H", "H", "H", "H", "H", "H", "H", "H", "H", "H", "H", "H", "H", "H", "H", "C", "C", "C", "N", "C", "C", "C", "C", "C", "H", "H", "H", "H", "H", "H", "H", "H", "H", "H", "H", "H", "H", "H", "H", "H", "H", "H", "C", "C", "C", "N", "C", "C", "C", "C", "C", "H", "H", "H", "H", "H", "H", "H", "H", "H", "H", "H", "H", "H", "H", "H", "H", "H", "H", "C", "C", "C", "N", "C", "C", "C", "C", "C", "H", "H", "H", "H", "H", "H", "H", "H", "H", "H", "H", "H", "H", "H", "H", "H", "H", "H", "N", "S", "O", "O", "F", "S", "O", "O", "F", "N", "S", "O", "O", "F", "S", "O", "O", "F", "N", "S", "O", "O", "F", "S", "O", "O", "F", "N", "S", "O", "O", "F", "S", "O", "O", "F"], "positions_angstrom": [[5.618, 3.181, 1.923], [-3.087, -6.717, 2.229], [-2.548, -6.144, 3.541], [-2.962, -4.661, 3.783], [-2.230, -3.903, 4.868], [-2.423, -4.493, 6.251], [-0.709, -3.801, 4.627], [-0.365, -2.282, 4.568], [-1.499, -1.733, 5.461], [-2.709, -2.496, 4.982], [-4.107, -7.083, 2.339], [-2.337, -7.481, 2.029], [-3.113, -6.065, 1.356], [-1.462, -6.064, 3.400], [-2.514, -6.831, 4.388], [-4.037, -4.587, 3.933], [-2.611, -4.201, 2.861], [-3.433, -4.877, 6.393], [-2.244, -3.726, 6.998], [-1.785, -5.340, 6.497], [-0.093, -4.109, 5.468], [-0.484, -4.376, 3.735], [0.551, -1.958, 5.055], [-0.430, -1.808, 3.589], [-1.251, -1.854, 6.518], [-1.617, -0.651, 5.388], [-3.615, -2.205, 5.510], [-2.877, -2.142, 3.961], [0.816, -0.539, -2.290], [0.695, -0.612, -0.762], [2.067, -0.494, -0.134], [2.081, 0.404, 1.115], [3.459, 0.214, 1.769], [1.090, -0.016, 2.218], [0.636, 1.324, 2.771], [0.572, 2.295, 1.631], [1.830, 1.881, 0.845], [1.430, 0.310, -2.595], [-0.153, -0.422, -2.770], [1.300, -1.487, -2.523], [0.309, -1.587, -0.478], [0.090, 0.174, -0.304], [2.933, -0.096, -0.663], [2.383, -1.400, 0.389], [3.404, -0.650, 2.422], [3.629, 1.105, 2.372], [4.264, 0.186, 1.038], [1.515, -0.652, 2.988], [0.271, -0.529, 1.708], [1.341, 1.549, 3.573], [-0.352, 1.229, 3.227], [0.592, 3.354, 1.876], [-0.324, 1.992, 1.090], [2.803, 2.366, 0.878], [1.596, 1.963, -0.222], [-2.522, 3.428, 0.307], [-3.001, 3.689, 1.738], [-4.081, 4.755, 1.877], [-5.050, 4.602, 3.064], [-4.150, 4.608, 4.270], [-5.997, 5.793, 3.046], [-7.379, 5.307, 2.967], [-7.217, 4.090, 2.086], [-6.028, 3.427, 2.765], [-3.237, 2.911, -0.333], [-1.580, 2.892, 0.219], [-2.348, 4.409, -0.149], [-2.230, 3.940, 2.467], [-3.416, 2.773, 2.166], [-4.622, 4.972, 0.949], [-3.642, 5.755, 1.947], [-4.809, 4.827, 5.113], [-3.541, 5.511, 4.259], [-3.583, 3.696, 4.416], [-5.747, 6.443, 3.889], [-5.834, 6.516, 2.240], [-7.711, 5.065, 3.980], [-8.040, 6.071, 2.560], [-8.047, 3.394, 2.208], [-7.065, 4.309, 1.031], [-6.268, 3.041, 3.754], [-5.620, 2.668, 2.104], [-6.961, 3.249, -7.086], [-6.076, 2.324, -6.329], [-4.548, 2.569, -6.276], [-3.735, 1.470, -5.657], [-3.905, 0.191, -6.457], [-4.071, 1.300, -4.168], [-2.760, 1.157, -3.375], [-1.698, 1.043, -4.458], [-2.241, 1.760, -5.666], [-6.678, 4.304, -7.087], [-8.017, 3.003, -7.138], [-6.714, 3.068, -8.146], [-6.269, 1.341, -6.764], [-6.335, 2.219, -5.268], [-4.297, 3.485, -5.741], [-4.220, 2.708, -7.310], [-3.543, 0.407, -7.458], [-4.961, -0.060, -6.483], [-3.394, -0.623, -5.950], [-4.731, 0.442, -4.074], [-4.523, 2.257, -3.918], [-2.794, 0.422, -2.569], [-2.588, 2.019, -2.724], [-1.583, -0.022, -4.657], [-0.850, 1.500, -3.952], [-1.827, 1.547, -6.650], [-2.114, 2.845, -5.624], [8.245, -4.756, -4.212], [6.960, -5.272, -4.835], [6.050, -4.280, -5.588], [5.306, -3.233, -4.806], [4.664, -3.817, -3.585], [4.272, -2.578, -5.740], [4.484, -1.073, -5.682], [5.967, -0.954, -5.454], [6.205, -2.061, -4.427], [8.640, -5.448, -3.467], [8.045, -3.968, -3.472], [8.955, -4.334, -4.917], [6.304, -5.852, -4.185], [7.330, -5.984, -5.578], [5.319, -5.004, -5.958], [6.527, -3.834, -6.459], [4.121, -4.650, -4.036], [3.932, -3.127, -3.172], [5.422, -4.092, -2.860], [3.335, -2.872, -5.266], [4.311, -3.017, -6.733], [3.922, -0.653, -4.850], [4.336, -0.533, -6.618], [6.314, -0.059, -4.933], [6.660, -1.060, -6.290], [5.911, -1.653, -3.465], [7.222, -2.434, -4.504], [-3.534, -1.783, 2.911], [-3.060, -1.941, 1.441], [-1.667, -1.775, 1.080], [-4.047, -1.651, 0.407], [-3.225, -3.541, 1.410], [-3.455, -0.082, 2.853], [-4.747, 0.530, 2.714], [-2.260, 0.583, 2.383], [-3.147, -0.065, 4.417], [6.120, 1.303, -0.317], [6.689, 0.032, -0.976], [7.790, 0.173, -1.888], [5.807, -1.081, -1.334], [7.335, -0.576, 0.363], [6.143, 2.298, -1.719], [5.361, 1.929, -2.860], [7.323, 3.051, -2.024], [5.106, 3.292, -0.969], [3.515, 4.351, 2.954], [2.793, 5.869, 2.582], [2.011, 6.576, 3.544], [2.430, 6.057, 1.215], [4.167, 6.771, 2.569], [2.665, 4.146, 4.282], [1.233, 3.913, 4.221], [3.249, 4.627, 5.504], [3.206, 2.596, 4.415], [4.973, -2.985, 5.015], [3.533, -3.610, 4.464], [3.793, -4.895, 3.872], [2.720, -2.695, 3.730], [2.790, -3.869, 5.847], [5.642, -2.449, 3.761], [5.331, -1.084, 3.472], [5.833, -3.264, 2.591], [7.109, -2.427, 4.386]]}

***

No. 2
{"formula": "C26H52ClNO9S", "method": "ωB97M-V/def2-TZVPD", "multiplicity": 1, "charge": 0, "molar_mass_g_mol": 590.2, "gap_ev": 8.0, "elements": ["C", "C", "C", "Cl", "C", "C", "C", "C", "O", "C", "C", "C", "C", "C", "S", "C", "C", "C", "C", "C", "C", "N", "H", "H", "H", "H", "H", "H", "H", "H", "H", "H", "H", "H", "H", "H", "H", "H", "H", "H", "H", "H", "C", "O", "H", "H", "H", "H", "C", "O", "H", "H", "H", "H", "C", "O", "H", "H", "H", "H", "C", "O", "H", "H", "H", "H", "C", "O", "H", "H", "H", "H", "C", "O", "H", "H", "H", "H", "C", "O", "H", "H", "H", "H", "C", "O", "H", "H", "H", "H"], "positions_angstrom": [[4.382, 1.769, 0.590], [4.688, 0.340, 0.109], [3.510, -0.632, 0.277], [3.081, -0.594, 2.030], [2.318, -0.312, -0.606], [2.442, 0.645, -1.614], [1.395, 0.994, -2.453], [1.597, 2.037, -3.538], [2.953, 2.207, -3.887], [3.553, 3.374, -3.352], [0.152, 0.387, -2.297], [0.018, -0.589, -1.304], [1.076, -0.958, -0.469], [0.852, -2.074, 0.522], [-1.589, -1.348, -1.168], [-2.581, 0.100, -1.434], [-3.736, 0.335, -0.706], [-4.482, 1.475, -0.966], [-4.050, 2.377, -1.934], [-2.888, 2.139, -2.653], [-2.142, 0.992, -2.409], [-0.957, 0.700, -3.104], [3.316, 1.965, 0.635], [4.806, 2.509, -0.086], [4.818, 1.946, 1.567], [5.001, 0.346, -0.929], [5.504, -0.045, 0.713], [3.892, -1.623, 0.048], [3.361, 1.172, -1.786], [1.104, 1.668, -4.442], [1.113, 2.982, -3.281], [4.036, 3.180, -2.392], [2.846, 4.190, -3.239], [4.327, 3.698, -4.044], [0.661, -1.698, 1.519], [1.756, -2.674, 0.562], [0.068, -2.743, 0.195], [-4.059, -0.366, 0.047], [-5.382, 1.693, -0.414], [-4.617, 3.275, -2.127], [-2.563, 2.854, -3.397], [-0.750, 1.387, -3.810], [2.507, -1.213, -6.050], [1.830, -0.932, -4.827], [2.003, -2.049, -6.526], [2.470, -0.354, -6.721], [3.550, -1.485, -5.861], [2.280, -0.190, -4.412], [1.090, 0.486, 4.416], [0.375, 0.759, 5.622], [0.570, -0.322, 3.909], [1.109, 1.362, 3.763], [2.114, 0.174, 4.632], [0.829, 1.472, 6.076], [0.486, 0.657, -8.981], [1.101, -0.625, -9.029], [1.278, 1.396, -8.885], [-0.077, 0.861, -9.895], [-0.182, 0.740, -8.119], [0.404, -1.281, -9.112], [-3.362, -0.217, 5.464], [-3.169, 1.138, 5.869], [-4.432, -0.413, 5.434], [-2.940, -0.375, 4.466], [-2.893, -0.897, 6.173], [-2.219, 1.287, 5.889], [0.026, -5.334, 2.003], [1.035, -5.249, 1.002], [0.294, -4.640, 2.796], [-0.952, -5.051, 1.603], [-0.033, -6.342, 2.421], [0.803, -5.860, 0.298], [0.412, 6.724, -2.037], [1.042, 5.683, -2.782], [0.762, 6.650, -1.011], [0.680, 7.706, -2.434], [-0.675, 6.613, -2.050], [0.731, 5.748, -3.690], [-1.370, -3.286, 7.271], [-2.739, -2.921, 7.124], [-0.779, -2.591, 6.678], [-1.055, -3.216, 8.316], [-1.194, -4.302, 6.910], [-3.263, -3.536, 7.646], [-6.230, -3.567, 6.950], [-5.639, -4.862, 7.050], [-5.695, -2.911, 7.633], [-6.134, -3.175, 5.935], [-7.284, -3.594, 7.238], [-6.105, -5.447, 6.449]]}